A structure of composition C21H24AuN4Se, computed with ωB97M-V with the def2-TZVPD basis set.

For the orbital gap (alpha / beta), the calculation gives 7.6 / 5.4 eV. The total energy comes out at -3570.3834 Ha. Its expectation value of S² is 2.02. The calculation puts the relative energy (zero: lowest compared OMol25 entry of this formula, charge and spin) at 0.317 eV.

The geometry in ORCA input format:
```
! RIJCOSX wB97M-V def2-TZVPD def2/J DEFGRID3
* xyz 1 3
Au 9.9495 6.8314 5.0285
C 7.7154 8.5166 4.8085
N 7.8528 7.1065 5.1078
C 7.1747 6.2988 4.0688
C 7.5330 6.7432 6.4839
C 6.2519 6.8227 7.0233
C 6.0207 6.4945 8.3807
C 7.0244 5.9133 9.1477
C 8.3189 5.7545 8.6098
C 8.6081 6.3786 7.3831
N 9.8471 6.7455 6.9843
C 11.1363 6.8396 7.5387
C 11.4246 6.8871 8.9279
C 12.7371 7.0148 9.3423
C 13.7671 7.0671 8.4242
C 13.5066 6.9657 7.0666
C 12.2377 6.8391 6.5946
N 12.0128 6.6653 5.1349
C 12.5438 7.7135 4.2744
C 12.5082 5.3001 4.8359
H 6.6560 8.8291 4.8159
H 8.1419 8.8329 3.8108
H 8.2341 9.0599 5.6087
H 6.0500 6.4602 4.1443
H 7.3366 5.2554 4.2958
H 7.5716 6.6123 3.1041
H 5.4122 7.1307 6.4075
H 5.0382 6.6136 8.8114
H 6.8867 5.5858 10.1979
H 9.0678 5.2134 9.1733
H 10.5661 6.8895 9.6651
H 12.9083 6.9109 10.4104
H 14.8304 7.0786 8.7489
H 14.3789 6.9991 6.4339
H 13.6872 7.7520 4.2961
H 12.1195 8.7024 4.6074
H 12.2571 7.5560 3.2109
H 13.6130 5.2613 4.7606
H 12.0431 5.0376 3.8582
H 12.2232 4.6435 5.6330
Se 9.9945 10.7281 6.7718
C 9.9450 12.3432 5.7690
C 11.1374 12.8330 5.2760
C 11.1993 14.1334 4.7869
N 10.1203 14.9342 4.7396
C 8.9426 14.3921 5.1114
C 8.7904 13.1290 5.6314
H 12.0896 12.2401 5.2299
H 12.1472 14.5588 4.4810
H 8.0757 15.0249 4.9623
H 7.8338 12.7386 5.8223
*
```

A structure of composition C21H24B11Br6Cl2N3O2SV, computed with ωB97M-V with the def2-TZVPD basis set.

For the orbital gap (alpha / beta), the calculation gives 5.8 / 5.5 eV. The total energy comes out at -19109.3352 Ha. Its expectation value of S² is 0.81. The calculation puts the relative energy (zero: lowest compared OMol25 entry of this formula, charge and spin) at 1.011 eV.

The geometry in ORCA input format:
```
! RIJCOSX wB97M-V def2-TZVPD def2/J DEFGRID3
* xyz 2 2
V 0.3088 -0.3948 1.4971
Br -0.0749 1.7387 0.0394
B -0.7444 2.7866 1.6111
B -1.3242 4.4363 1.5769
C -2.4078 4.4618 2.8863
B -2.4520 3.0803 1.9102
B -2.6934 2.9921 3.6891
B -1.7109 4.2756 4.4365
B -0.8726 5.1654 3.1398
B 0.2514 4.0669 2.3257
Br 1.9316 4.5707 1.5148
B 0.0147 3.9644 4.1168
Br 1.4384 4.3984 5.3394
B -1.1297 2.6026 4.4576
Br -0.9857 1.4735 6.0235
B -1.5819 1.9118 2.8899
Br -1.8817 -0.0696 2.6941
B 0.0571 2.5020 3.1420
Br 1.5335 1.1756 3.1482
H -1.4783 5.0972 0.6158
H -3.2470 5.1374 2.8088
H -3.3379 2.8434 1.1709
H -3.7515 2.7051 4.1167
H -2.1358 4.8563 5.3664
H -0.7400 6.3310 3.2175
Cl 0.5202 -2.0027 4.9970
C 1.5149 -3.0282 4.0643
C 2.1459 -4.1180 4.6568
C 2.9335 -4.9442 3.8879
Cl 3.6867 -6.2732 4.6413
C 3.1294 -4.7197 2.4914
C 3.9167 -5.5535 1.6727
C 4.0317 -5.2530 0.3460
C 3.3739 -4.1161 -0.1514
N 2.6338 -3.3049 0.5766
C 2.5028 -3.6124 1.8829
C 1.6832 -2.7769 2.7042
O 1.0610 -1.7334 2.1726
H 2.0106 -4.3089 5.7115
H 4.4128 -6.4140 2.0989
H 4.6195 -5.8668 -0.3209
H 3.4698 -3.8745 -1.2016
C 3.2200 -1.8760 -3.4792
C 2.8860 -0.3913 -3.5046
C 1.4010 -0.0976 -3.3878
N 0.8864 -0.5909 -2.0928
C -0.3434 -0.8934 -1.7740
S -0.7249 -1.6367 -0.2291
N -1.3690 -0.7255 -2.6346
C -1.5707 0.4401 -3.4766
O -0.9101 1.4217 -3.2683
C -2.6543 0.3034 -4.4568
C -3.1517 1.4752 -5.0298
C -4.1642 1.4014 -5.9676
C -4.6758 0.1636 -6.3392
C -4.1758 -1.0052 -5.7789
C -3.1656 -0.9393 -4.8358
H 4.2935 -2.0335 -3.5675
H 2.7325 -2.4054 -4.2985
H 2.8983 -2.3353 -2.5426
H 3.2213 0.0544 -4.4414
H 3.4207 0.1430 -2.7129
H 0.8312 -0.5952 -4.1771
H 1.2033 0.9703 -3.4511
H 1.5896 -0.8814 -1.4233
H -2.2239 -1.1943 -2.3614
H -2.7374 2.4283 -4.7303
H -4.5556 2.3057 -6.4125
H -5.4664 0.1086 -7.0755
H -4.5683 -1.9650 -6.0844
H -2.7589 -1.8578 -4.4309
*
```

A structure of composition C21H24Br2N3O8S2SeY, computed with ωB97M-V with the def2-TZVPD basis set.

For the orbital gap, the calculation gives 7.2 eV. The total energy comes out at -9965.1224 Ha.

The geometry in ORCA input format:
```
! RIJCOSX wB97M-V def2-TZVPD def2/J DEFGRID3
* xyz 0 1
Y 0.0928 -0.0631 0.6815
C 3.6085 1.1342 -4.6272
O 3.8676 -0.2374 -4.3911
C 3.4719 -0.7482 -3.2017
C 3.6292 -2.1452 -3.0732
C 3.2028 -2.7440 -1.9251
C 2.6399 -2.0152 -0.8520
C 2.0441 -2.7021 0.2699
C 2.0791 -4.2082 0.3240
O 1.4642 -2.1021 1.1976
C 2.5619 -0.5941 -0.9636
O 2.1515 0.1449 0.0166
C 2.9582 0.0123 -2.1782
H 3.8908 1.3213 -5.6594
H 4.2048 1.7668 -3.9650
H 2.5485 1.3610 -4.4896
H 4.0528 -2.7042 -3.8948
H 3.2925 -3.8191 -1.8434
H 3.0922 -4.5973 0.2256
H 1.4851 -4.6164 -0.4959
H 1.6549 -4.5381 1.2690
H 2.8379 1.0837 -2.2458
Br 2.2822 4.0432 0.9117
C 1.4472 3.4245 2.5249
Br -0.3309 2.7364 2.2777
H 1.3463 4.2669 3.1948
H 2.0432 2.6255 2.9464
O -2.5367 -0.3102 -2.1811
S -2.1514 -0.8297 -0.8898
O -2.9616 -1.9300 -0.4215
O -2.0830 0.2812 0.1488
O -0.6489 -1.2794 -0.9156
Se -1.2678 -3.0633 1.5443
N -1.0788 -1.4357 2.2694
C -1.9659 -1.3906 3.2727
C -2.1911 -0.2448 4.0927
C -3.0967 -0.3275 5.0998
C -3.8222 -1.5336 5.3586
C -3.6195 -2.6445 4.6082
C -2.6741 -2.5936 3.5421
N -2.3772 -3.6303 2.7478
H -1.6499 0.6715 3.8980
H -3.2879 0.5405 5.7179
H -4.5467 -1.5492 6.1619
H -4.1698 -3.5598 4.7770
N 1.7337 -0.6565 4.0711
C 1.3085 -0.1168 3.1411
H 2.0338 -1.2575 4.8095
O 0.0688 1.7063 -0.8782
S -0.3938 2.8934 -1.6801
C -1.0837 2.2449 -3.2299
C -2.5470 2.6965 -3.3296
C -2.7413 3.8369 -2.3245
C -2.0132 3.3736 -1.0686
H -0.9961 1.1605 -3.1501
H -0.4553 2.6123 -4.0403
H -3.1795 1.8503 -3.0637
H -2.8003 3.0048 -4.3434
H -3.7907 4.0465 -2.1220
H -2.2861 4.7578 -2.7024
H -2.4520 2.4597 -0.6586
H -1.8960 4.1302 -0.2951
*
```

A structure of composition C21H24CaN5OS2Si, computed with ωB97M-V with the def2-TZVPD basis set.

For the orbital gap, the calculation gives 7.1 eV. The total energy comes out at -2927.1010 Ha. The calculation puts the relative energy (zero: lowest compared OMol25 entry of this formula, charge and spin) at 1.038 eV.

The geometry in ORCA input format:
```
! RIJCOSX wB97M-V def2-TZVPD def2/J DEFGRID3
* xyz 1 1
Ca -0.0599 -0.0447 -0.0148
C -1.9746 -4.3408 0.1531
Si -2.0957 -2.7173 -0.8112
C -2.9636 -2.9896 -2.4668
C -3.1294 -1.5082 0.2256
N -0.5728 -1.9107 -0.9607
C 0.5446 -2.4994 -1.5188
C 0.5775 -3.7588 -2.1472
C 1.7465 -4.3170 -2.6295
C 2.9538 -3.6461 -2.5117
C 2.9645 -2.3896 -1.9280
C 1.7870 -1.8285 -1.4713
O 1.7787 -0.5193 -0.8730
C 2.8480 0.3197 -1.2184
C 3.7319 0.7083 -0.2270
C 4.7978 1.5339 -0.5544
C 4.9707 1.9585 -1.8628
C 4.0596 1.5848 -2.8426
C 2.9900 0.7659 -2.5239
H -2.9590 -4.7659 0.3572
H -1.4697 -4.1848 1.1094
H -1.4026 -5.0861 -0.4009
H -3.9492 -3.4403 -2.3346
H -2.3795 -3.6521 -3.1080
H -3.0922 -2.0453 -2.9999
H -4.1296 -1.9156 0.3841
H -3.2518 -0.5403 -0.2726
H -2.6897 -1.3436 1.2158
H -0.3480 -4.3074 -2.2516
H 1.7168 -5.2918 -3.0995
H 3.8763 -4.0793 -2.8705
H 3.8954 -1.8452 -1.8427
H 3.5854 0.3464 0.7838
H 5.5024 1.8366 0.2083
H 5.8180 2.5776 -2.1243
H 4.1887 1.9288 -3.8599
H 2.2843 0.4432 -3.2799
N 0.7938 -1.0714 3.4758
C 0.0836 0.0673 3.3207
N -0.1893 0.6134 2.1601
C -0.9094 1.7924 2.3087
C -1.1748 2.1320 3.5911
S -0.5181 0.9678 4.6795
C -1.3176 2.5298 1.1145
C -2.0245 3.6829 1.0865
S -2.3006 4.1909 -0.5374
C -1.4394 2.7911 -1.0993
N -0.9848 2.0252 -0.1366
N -1.2438 2.5533 -2.4147
H 0.9653 -1.6538 2.6758
H 0.8651 -1.4942 4.3840
H -1.7180 2.9828 3.9663
H -2.4074 4.2618 1.9099
H -1.7216 3.1128 -3.0985
H -0.9075 1.6520 -2.7020
*
```

A structure of composition C21H24Cl3FeGeN5OS2, computed with ωB97M-V with the def2-TZVPD basis set.

For the orbital gap (alpha / beta), the calculation gives 8.2 / 6.2 eV. The total energy comes out at -6681.2243 Ha. Its expectation value of S² is 8.77. The calculation puts the relative energy (zero: lowest compared OMol25 entry of this formula, charge and spin) at 0.296 eV.

The geometry in ORCA input format:
```
! RIJCOSX wB97M-V def2-TZVPD def2/J DEFGRID3
* xyz 1 6
Fe 0.2427 -0.3401 -2.1119
C 5.1105 -0.5484 -1.3727
N 4.2055 0.5680 -1.1199
C 4.3756 1.5391 -0.1509
C 3.3378 2.3869 -0.2477
N 2.5288 1.9276 -1.2784
C 3.0766 0.8031 -1.8059
S 2.5052 -0.2043 -3.0663
C 1.4122 2.6478 -1.7869
C 1.4459 4.0316 -1.7623
C 0.3472 4.7208 -2.2446
C -0.7249 4.0054 -2.7479
C -0.6556 2.6245 -2.7424
N 0.3917 1.9477 -2.2609
H 6.0296 -0.3723 -0.8218
H 5.3282 -0.6093 -2.4358
H 4.6626 -1.4866 -1.0510
H 5.2098 1.5257 0.5273
H 3.0727 3.2387 0.3508
H 2.3172 4.5599 -1.4039
H 0.3402 5.8022 -2.2376
H -1.6008 4.4992 -3.1426
H -1.4725 2.0227 -3.1152
C -3.5217 -2.5697 2.0052
C -3.9856 -1.1957 1.5425
N -3.6584 -0.9159 0.1350
C -4.7442 -1.0599 -0.8410
C -4.8469 -2.4644 -1.4197
C -2.4069 -0.6093 -0.2167
S -2.1102 -0.3713 -1.9172
N -1.5504 -0.5396 0.8129
C -0.2637 -0.2837 0.8147
O 0.5057 -0.0879 -0.1855
C 0.3927 -0.2366 2.1488
C 1.7703 -0.0452 2.2266
C 2.4068 -0.0325 3.4565
C 1.6713 -0.2129 4.6198
C 0.2985 -0.4080 4.5481
C -0.3395 -0.4205 3.3190
H -3.7940 -2.7150 3.0513
H -2.4401 -2.6606 1.9139
H -3.9899 -3.3628 1.4228
H -3.5431 -0.4164 2.1584
H -5.0679 -1.1160 1.6290
H -4.6008 -0.3281 -1.6322
H -5.6670 -0.7968 -0.3257
H -3.9047 -2.7612 -1.8795
H -5.6237 -2.4930 -2.1840
H -5.1060 -3.1901 -0.6493
H 2.3379 0.0771 1.3136
H 3.4787 0.1092 3.5118
H 2.1683 -0.2065 5.5810
H -0.2743 -0.5560 5.4539
H -1.4057 -0.5797 3.2500
Cl 0.2479 -2.7785 -2.8901
Ge 1.7966 -2.6326 -1.2898
Cl 0.8843 -3.4904 0.4777
Cl 3.3998 -3.9395 -1.9333
*
```

A structure of composition C21H24ClN7O3S4Tb, computed with ωB97M-V with the def2-TZVPD basis set.

For the orbital gap (alpha / beta), the calculation gives 5.1 / 3.3 eV. The total energy comes out at -4300.6319 Ha. Its expectation value of S² is 13.05. The calculation puts the relative energy (zero: lowest compared OMol25 entry of this formula, charge and spin) at 3.620 eV.

The geometry in ORCA input format:
```
! RIJCOSX wB97M-V def2-TZVPD def2/J DEFGRID3
* xyz 1 7
Tb 0.3513 1.9519 0.0769
C 0.8202 5.9200 3.4792
S 2.3203 4.9586 3.2249
C 1.7776 3.3819 2.7921
S 0.1729 2.8440 2.7812
N 2.8583 2.5828 2.5481
N 2.6886 1.6176 1.7226
C 3.5727 0.6451 1.6572
C 3.7504 -0.0642 0.4360
C 4.5018 -1.2473 0.3452
C 4.5676 -1.9511 -0.8221
C 3.8683 -1.4949 -1.9609
C 3.1871 -0.3253 -1.9085
N 3.1952 0.4047 -0.7465
H 1.0634 6.6783 4.2238
H 0.0250 5.2787 3.8455
H 0.5208 6.3957 2.5466
H 4.1840 0.3896 2.5180
H 4.9929 -1.5997 1.2435
H 5.1432 -2.8685 -0.8715
H 3.8789 -2.0553 -2.8871
H 2.6565 0.1246 -2.7323
C -2.1900 -0.1722 3.2614
N -2.4376 -0.7564 1.9395
C -1.8115 -2.0780 1.7924
C -2.7598 -0.0046 0.8523
S -2.5214 1.6981 0.7746
N -3.3339 -0.6608 -0.1750
C -3.6062 -0.0236 -1.4729
C -4.0305 -1.9462 -0.0086
H -2.3580 -0.9592 3.9982
H -2.8683 0.6480 3.4559
H -1.1678 0.1829 3.3584
H -0.7851 -2.0182 2.1586
H -1.7751 -2.3824 0.7544
H -2.3423 -2.8344 2.3701
H -2.8396 0.6893 -1.7212
H -4.5719 0.4876 -1.4495
H -3.6330 -0.8070 -2.2326
H -4.2234 -2.1474 1.0390
H -3.4690 -2.7737 -0.4456
H -4.9884 -1.8796 -0.5218
Cl -0.5294 -5.3058 -4.1974
C -0.4128 -3.8325 -3.3033
C 0.0337 -3.8692 -1.9900
C 0.1284 -2.6839 -1.2774
C -0.2349 -1.4786 -1.8694
C -0.6764 -1.4562 -3.1887
C -0.7624 -2.6353 -3.9131
C -0.1541 -0.2207 -1.0876
O 0.4123 -0.2315 0.0626
O -0.6130 0.8674 -1.5498
H 0.3063 -4.8177 -1.5394
H 0.4970 -2.6843 -0.2572
H -0.9530 -0.5103 -3.6392
H -1.0990 -2.6350 -4.9438
S -1.7318 5.3530 -2.4700
C -0.8732 4.6087 -1.3235
N -0.2426 4.0725 -0.4858
O 1.8274 1.9463 -1.5831
N 2.6928 1.6835 -0.6830
*
```